No. 1
33
Properties=species:S:1:pos:R:3 method="wB97M-V/def2-TZVPD" orbital_gap_ev=8.4 e_above_lowest_kcal_mol=135.6 total_charge=0 homo_ev=-9.487 lumo_ha=-0.03823 smiles="COCCC[C@]1(CCN)OC(=O)O[C@H]1ON=O" max_force_ha_per_bohr=0.056
C 4.18415 -0.00704 -0.62324
O 3.46481 1.00661 0.04253
C 2.11279 0.62721 0.29822
C 1.27750 1.87117 0.23837
C -0.22220 1.65443 0.50147
C -0.81463 0.36069 -0.08395
C -0.94482 -0.73559 0.99509
C -0.33068 -2.10069 0.63193
N -0.96918 -3.22626 1.30807
O -0.29150 -0.08326 -1.32315
C -1.32034 -0.60693 -2.07270
O -1.17617 -1.12264 -3.16520
O -2.48852 -0.45224 -1.39251
C -2.20034 0.71660 -0.59844
O -3.13802 1.05601 0.32998
N -4.49075 1.13253 -0.27711
O -4.60474 2.06092 -0.93878
H 3.91310 -0.08028 -1.67156
H 4.04086 -0.96194 -0.12468
H 5.23234 0.24008 -0.55178
H 1.82316 -0.11040 -0.44074
H 2.08003 0.16122 1.28231
H 1.44235 2.41283 -0.67886
H 1.64636 2.52284 1.02148
H -0.74123 2.49045 0.05128
H -0.40590 1.71991 1.56026
H -1.99149 -0.87188 1.23246
H -0.46480 -0.40560 1.90246
H 0.69695 -2.08866 0.96156
H -0.39228 -2.29917 -0.42602
H -1.94044 -3.28172 1.03684
H -0.95026 -3.10482 2.30990
H -2.03613 1.50564 -1.33547

---

No. 2
83
Properties=species:S:1:pos:R:3 method="wB97M-V/def2-TZVPD" orbital_gap_ev=4.8 e_above_lowest_kcal_mol=0.0 total_charge=-1 homo_ev=-3.506 lumo_ha=0.04585 max_force_ha_per_bohr=0.011
Cs -0.73721 -1.76312 -0.00153
C 0.63734 2.20813 -4.54057
O 1.94840 2.20857 -3.97336
C 2.32881 3.42296 -3.47303
C 3.23808 4.19194 -4.18383
C 3.63940 5.43153 -3.70911
C 3.12776 5.90652 -2.51089
C 2.24129 5.12838 -1.78253
C 1.83278 3.87902 -2.24298
N 0.87888 3.14346 -1.52015
C 0.99967 1.84301 -1.00435
N 2.25098 1.35201 -1.06266
C 2.85427 0.08497 -0.75438
C 2.14939 -1.09667 -0.53993
C 2.98184 -2.20406 -0.30027
C 4.37425 -2.16893 -0.28736
C 5.02411 -0.96186 -0.51292
C 4.25312 0.16177 -0.73932
O 4.88901 1.38790 -0.98943
C 5.10087 2.13072 0.19816
N -0.03027 1.26854 -0.46714
C -1.21242 2.01891 -0.37313
C -1.53402 2.62239 0.84824
C -2.68258 3.37881 1.02042
C -3.55697 3.55239 -0.04204
C -3.27278 2.94951 -1.25754
C -2.12476 2.18732 -1.43061
O -1.91255 1.65499 -2.67590
C -1.85911 0.22268 -2.71031
H 0.45718 1.19432 -4.89034
H 0.59004 2.90291 -5.38463
H -0.11688 2.46707 -3.79472
H 3.61587 3.79481 -5.11722
H 4.34701 6.02366 -4.27497
H 3.43090 6.87404 -2.13209
H 1.85619 5.47594 -0.83113
H 0.09830 3.66200 -1.15218
H 2.93160 1.98785 -1.44791
H 2.52370 -3.18107 -0.11932
H 4.95435 -3.07110 -0.11511
H 6.10433 -0.87541 -0.52762
H 5.77538 1.59760 0.87522
H 4.15620 2.31660 0.72096
H 5.54876 3.08216 -0.08949
H -0.83596 2.48463 1.66590
H -2.89222 3.82980 1.98249
H -4.46024 4.13705 0.07546
H -3.94071 3.04823 -2.10399
H -2.17460 -0.08217 -3.70634
H -2.54762 -0.20229 -1.97440
H -0.84358 -0.12362 -2.51775
S -5.61929 -4.36343 -0.25614
C -6.06193 -2.71969 -0.37088
C -4.96854 -1.90957 -0.46881
C -3.68144 -2.55719 -0.46100
C -3.89635 -3.90753 -0.34153
C -2.91668 -4.99679 -0.29285
C -3.31465 -6.34683 -0.22514
C -2.36914 -7.34723 -0.18886
C -1.02009 -7.01252 -0.21662
C -0.70830 -5.66632 -0.27511
N -1.60701 -4.68678 -0.31056
H -7.10546 -2.43712 -0.36013
H -5.08961 -0.83227 -0.54881
H -4.36633 -6.59767 -0.20804
H -2.67930 -8.38463 -0.14102
H -0.24065 -7.76178 -0.19287
H 0.33223 -5.35044 -0.29644
N -0.64053 -0.09391 7.65435
C -0.57113 -1.33646 7.15181
S -0.47971 -2.65318 8.13722
C -0.58049 -1.42477 5.65894
C -0.91921 -2.61636 5.02995
C -0.92946 -2.66308 3.64509
N -0.62888 -1.61986 2.87757
C -0.29772 -0.48235 3.47503
C -0.25475 -0.33703 4.85261
H -0.64311 0.01287 8.65378
H -0.80211 0.70970 7.07489
H -1.17228 -3.48472 5.62055
H -1.19857 -3.57686 3.12518
H -0.04170 0.34471 2.82004
H 0.06666 0.61431 5.25547

---

No. 3
62
Properties=species:S:1:pos:R:3 method="wB97M-V/def2-TZVPD" orbital_gap_ev=8.1 e_above_lowest_kcal_mol=0.0 total_charge=-1 homo_ev=-6.058 lumo_ha=0.07617 max_force_ha_per_bohr=0.004
Ca -0.58793 -0.94276 1.05887
O 2.76245 -1.14539 6.66740
C 1.99896 -1.11811 5.53663
C 1.55128 -2.28371 4.92914
C 0.78474 -2.16547 3.78424
N 0.47536 -0.98340 3.26752
C 0.90652 0.13478 3.84642
C 1.67718 0.12136 4.99318
C 0.51629 1.42220 3.11177
O 0.99372 2.48308 3.52267
O -0.22263 1.23470 2.09838
C 0.23441 -3.38646 3.03153
O 0.54223 -4.49401 3.46938
O -0.47934 -3.09306 2.02632
H 2.90046 -2.06601 6.91608
H 1.77650 -3.27456 5.30517
H 2.01578 1.04925 5.43036
O 1.48063 -0.78647 -0.01008
S 2.75146 -0.55702 -0.75434
C 2.25084 -0.13056 -2.44216
C 1.08826 0.86475 -2.52322
C -0.18710 0.17519 -2.99176
C -1.39951 1.08706 -3.12083
S -1.96818 1.68184 -1.46977
O -1.44530 0.68158 -0.50153
C -3.69847 1.28237 -1.68733
C -4.09551 -0.03650 -1.51850
C -5.42629 -0.36129 -1.72772
C -6.33781 0.62563 -2.08728
C -5.92696 1.94295 -2.23830
C -4.59490 2.28059 -2.03442
C 3.34337 1.04988 -0.24161
C 4.62767 1.43915 -0.60530
C 5.10254 2.66692 -0.17423
C 4.30669 3.47492 0.63371
C 3.03525 3.06420 1.00540
C 2.54096 1.84501 0.55619
H 1.98127 -1.09431 -2.88216
H 3.16182 0.22083 -2.93103
H 1.35695 1.67859 -3.20174
H 0.91655 1.31547 -1.54238
H -0.43104 -0.63931 -2.30597
H -0.02049 -0.28230 -3.97171
H -2.22429 0.54433 -3.57884
H -1.19163 1.98371 -3.70950
H -3.37890 -0.79750 -1.22968
H -5.73288 -1.39302 -1.61554
H -7.37715 0.36707 -2.24711
H -6.64313 2.70942 -2.50587
H -4.25977 3.30624 -2.13638
H 5.25176 0.78462 -1.20415
H 6.10032 2.98540 -0.44817
H 4.69231 4.42256 0.98833
H 2.41393 3.65648 1.66502
H 1.54759 1.52094 0.84626
Cl -0.83652 -3.38163 -3.79789
C -0.94784 -3.91962 -2.08089
Cl -1.42020 -5.62441 -2.04616
Cl 0.64542 -3.74506 -1.34524
C -2.06153 -3.01490 -1.39799
O -3.20773 -3.28292 -1.72600
O -1.62847 -2.10328 -0.65717